# C20H21FN2O2S

An isolated molecule of C20H21FN2O2S at a distorted geometry (the ωB97M-V functional and the def2-TZVPD basis, the OMol25 dataset).

```
47
Properties=species:S:1:pos:R:3:nbo_charge:R:1
C -0.102 -1.248 -2.165 -0.599
C 0.255 -1.437 -0.704 -0.143
C -0.525 -2.529 -0.022 0.103
C -0.290 -2.796 1.362 -0.225
C -0.878 -3.878 2.015 -0.268
C -1.798 -4.687 1.313 0.385
F -2.337 -5.751 1.913 -0.320
C -2.050 -4.470 -0.041 -0.284
C -1.437 -3.374 -0.690 -0.239
C -0.095 -0.110 -0.037 -0.094
C -1.294 0.147 0.610 -0.017
N -1.250 1.432 1.129 -0.545
C -0.050 2.060 0.810 0.082
C 0.466 3.368 1.038 0.106
N -0.236 4.312 1.693 -0.827
S -1.812 4.621 1.297 2.241
C -1.879 4.505 -0.499 -0.876
O -2.753 3.687 1.943 -0.933
O -1.993 6.037 1.697 -0.942
C 1.737 3.659 0.558 -0.264
C 2.515 2.674 -0.095 -0.216
C 1.993 1.395 -0.315 -0.224
C 0.693 1.119 0.098 -0.018
C 1.742 -1.805 -0.541 -0.218
C 2.794 -1.801 -1.637 -0.431
C 2.237 -3.124 -1.160 -0.425
H 0.185 -2.109 -2.734 0.203
H -1.209 -1.148 -2.259 0.216
H 0.327 -0.357 -2.581 0.223
H 0.434 -2.283 2.001 0.224
H -0.571 -4.123 3.048 0.230
H -2.720 -5.082 -0.642 0.230
H -1.631 -3.225 -1.728 0.216
H -2.120 -0.564 0.782 0.235
H -1.940 1.836 1.731 0.446
H 0.159 5.224 1.866 0.433
H -1.061 5.077 -0.927 0.252
H -1.801 3.463 -0.790 0.257
H -2.827 4.953 -0.860 0.269
H 2.217 4.638 0.685 0.215
H 3.506 2.981 -0.415 0.214
H 2.600 0.691 -0.877 0.224
H 2.117 -1.548 0.433 0.223
H 3.816 -1.553 -1.336 0.222
H 2.472 -1.439 -2.641 0.220
H 2.865 -3.737 -0.520 0.220
H 1.532 -3.702 -1.806 0.218
```

## Properties
total charge: 0
SMILES: C[C@](c1ccc(F)cc1)(c1c[nH]c2c(NS(C)(=O)=O)cccc12)C1CC1
E_LUMO: 0.589 eV
F_max: 0.077 Eh/bohr
orbital gap: 8.46 eV
DFT total energy: -41707.467 eV
energy above the lowest of the compared OMol25 structures with the same formula, charge and spin: 1.592 eV